Below is a structure of composition C36H72O72S18 in a non-equilibrium geometry, with properties calculated with ωB97M-V with the def2-TZVPD basis set.

Each line ends with the Löwdin charge.
Geometry (Å):
C (-11.1134, -15.8623, 26.8351)  -0.177
C (-10.8915, -17.2529, 26.2615)  -0.141
O (-10.2527, -17.1261, 24.9592)  -0.206
S (-9.6220, -15.6455, 24.6721)  0.780
O (-10.4397, -14.9567, 23.6383)  -0.259
O (-8.1477, -15.6603, 24.5754)  -0.259
O (-10.0526, -15.1402, 26.2431)  -0.221
H (-11.1194, -15.8930, 27.9246)  0.144
H (-12.0817, -15.5117, 26.4776)  0.129
H (-11.8250, -17.8136, 26.2133)  0.136
H (-10.1776, -17.8195, 26.8594)  0.121
C (-8.3900, -13.1028, 21.3788)  -0.191
C (-7.8380, -12.6854, 19.9919)  -0.123
O (-7.2084, -11.4375, 20.2522)  -0.230
S (-7.0966, -11.0056, 21.8145)  0.716
O (-7.3624, -9.5691, 21.9142)  -0.224
O (-5.8869, -11.5046, 22.4698)  -0.247
O (-8.4096, -11.9319, 22.1608)  -0.192
H (-7.8392, -13.8379, 21.9656)  0.114
H (-9.3281, -13.6492, 21.2811)  0.128
H (-8.7421, -12.3594, 19.4776)  0.134
H (-7.2022, -13.4240, 19.5038)  0.133
C (2.6684, -13.0068, 26.8153)  -0.156
C (2.7493, -12.6936, 25.3019)  -0.125
O (1.9655, -13.6783, 24.5558)  -0.208
S (1.7826, -15.0491, 25.4991)  0.765
O (2.9903, -15.8753, 25.3860)  -0.246
O (0.4830, -15.7257, 25.4198)  -0.247
O (1.7748, -14.1150, 26.8909)  -0.232
H (2.2745, -12.2234, 27.4628)  0.106
H (3.6576, -13.2264, 27.2169)  0.125
H (3.7321, -12.7697, 24.8367)  0.126
H (2.5042, -11.6679, 25.0263)  0.130
C (-7.0456, -12.5533, 26.0978)  -0.166
C (-8.3561, -11.7364, 26.1301)  -0.171
O (-7.9215, -10.5441, 25.5849)  -0.206
S (-6.4421, -10.0541, 26.1358)  0.785
O (-6.5917, -9.5306, 27.5102)  -0.246
O (-5.7717, -9.3113, 25.0101)  -0.254
O (-5.9740, -11.6309, 26.1833)  -0.230
H (-6.8491, -13.1532, 25.2092)  0.123
H (-7.1573, -13.2294, 26.9455)  0.126
H (-8.7783, -11.5941, 27.1249)  0.135
H (-8.9485, -12.2128, 25.3489)  0.134
C (-0.6951, -10.7790, 32.0448)  -0.137
C (0.5858, -10.3209, 32.7557)  -0.196
O (0.3523, -10.3727, 34.1449)  -0.178
S (-1.2206, -10.3730, 34.5088)  0.693
O (-1.5486, -9.2362, 35.3744)  -0.236
O (-1.6863, -11.6866, 34.8886)  -0.243
O (-1.5904, -10.0979, 32.9430)  -0.231
H (-0.8141, -11.8544, 32.1772)  0.119
H (-0.6775, -10.4276, 31.0132)  0.115
H (0.9967, -9.3733, 32.4074)  0.135
H (1.4118, -10.9875, 32.5078)  0.108
C (5.2197, -10.3367, 31.0226)  -0.245
C (5.2780, -11.6799, 30.4265)  -0.181
O (4.4230, -11.5725, 29.3176)  -0.190
S (3.1501, -10.5832, 29.6856)  0.743
O (2.0637, -11.4515, 30.1215)  -0.246
O (2.9128, -9.5212, 28.7327)  -0.216
O (3.9174, -9.9373, 31.0273)  -0.170
H (5.7010, -9.5520, 30.4389)  0.141
H (5.6057, -10.3664, 32.0415)  0.151
H (4.9845, -12.4641, 31.1243)  0.112
H (6.2558, -11.9032, 29.9997)  0.150
C (-5.3959, -9.8083, 18.2911)  -0.124
C (-3.8735, -10.2809, 18.1884)  -0.112
O (-3.4318, -9.7692, 16.9364)  -0.231
S (-4.3659, -8.6641, 16.2282)  0.668
O (-4.8054, -9.2037, 14.9735)  -0.243
O (-3.8134, -7.3404, 16.3105)  -0.225
O (-5.6099, -8.7994, 17.3108)  -0.201
H (-5.6096, -9.2410, 19.1970)  0.106
H (-6.1601, -10.5430, 18.0376)  0.121
H (-3.7988, -11.3683, 18.1915)  0.105
H (-3.2066, -9.7567, 18.8729)  0.111
C (-3.4982, -9.3026, 28.3179)  -0.166
C (-2.3476, -8.5901, 27.5620)  -0.163
O (-2.2456, -7.3516, 28.2788)  -0.208
S (-2.2195, -7.6802, 29.8932)  0.723
O (-2.7828, -6.5705, 30.7071)  -0.231
O (-0.9850, -8.2597, 30.2182)  -0.223
O (-3.3511, -8.8588, 29.6250)  -0.223
H (-3.4367, -10.3893, 28.2604)  0.136
H (-4.4081, -8.7901, 28.0055)  0.116
H (-2.5890, -8.4745, 26.5054)  0.131
H (-1.3693, -9.0695, 27.5976)  0.108
C (-6.0271, -18.0230, 25.3630)  -0.222
C (-5.4617, -17.1814, 26.5305)  -0.120
O (-5.6500, -17.9853, 27.7246)  -0.206
S (-6.7126, -19.1900, 27.5390)  0.730
O (-7.8760, -19.0552, 28.4021)  -0.251
O (-6.0289, -20.4906, 27.5700)  -0.265
O (-7.0178, -18.7635, 25.9413)  -0.195
H (-5.2980, -18.5689, 24.7643)  0.131
H (-6.6268, -17.3827, 24.7161)  0.103
H (-5.9017, -16.1963, 26.6860)  0.133
H (-4.3937, -17.0649, 26.3462)  0.096
C (0.7771, -14.7357, 31.3130)  -0.178
C (1.4914, -14.5862, 30.0319)  -0.159
O (2.8790, -14.8321, 30.4053)  -0.212
S (3.1111, -15.0670, 32.0237)  0.721
O (4.3313, -14.2813, 32.4573)  -0.286
O (3.0723, -16.4573, 32.3499)  -0.226
O (1.7076, -14.3549, 32.3664)  -0.192
H (0.5651, -15.8044, 31.3438)  0.119
H (-0.0752, -14.0876, 31.5170)  0.129
H (1.4106, -13.5694, 29.6477)  0.105
H (1.3525, -15.4156, 29.3385)  0.119
C (-1.6715, -16.4507, 23.1191)  -0.094
C (-2.3224, -16.0378, 24.4792)  -0.183
O (-3.7371, -16.0639, 24.2794)  -0.251
S (-4.1640, -16.0051, 22.6292)  0.725
O (-4.9414, -14.7587, 22.4279)  -0.257
O (-4.8016, -17.2569, 22.3683)  -0.230
O (-2.5985, -15.8914, 22.1444)  -0.213
H (-1.7763, -17.5321, 23.0309)  0.132
H (-0.6577, -16.0504, 23.1156)  0.127
H (-2.2237, -15.0255, 24.8711)  0.099
H (-2.1246, -16.6871, 25.3321)  0.112
C (-3.5792, -6.6571, 22.9835)  -0.228
C (-2.8852, -7.5778, 22.1326)  -0.239
O (-3.6465, -7.8129, 20.9857)  -0.198
S (-4.7792, -6.6217, 20.7703)  0.762
O (-6.0744, -7.2412, 20.8051)  -0.235
O (-4.4147, -5.6720, 19.6538)  -0.271
O (-4.3391, -5.8416, 22.1587)  -0.169
H (-2.9107, -6.0014, 23.5415)  0.140
H (-4.2064, -7.0171, 23.7992)  0.134
H (-2.8636, -8.5962, 22.5206)  0.127
H (-1.9086, -7.2184, 21.8082)  0.139
C (1.2391, -7.3223, 26.7747)  -0.183
C (1.4677, -5.9601, 26.1445)  -0.149
O (1.0838, -6.2055, 24.7986)  -0.203
S (0.6906, -7.6970, 24.3330)  0.768
O (1.6137, -8.0402, 23.2121)  -0.258
O (-0.7527, -7.9935, 24.2864)  -0.255
O (1.3064, -8.3433, 25.7787)  -0.215
H (0.3843, -7.3532, 27.4504)  0.118
H (2.1743, -7.5990, 27.2614)  0.115
H (2.4572, -5.5061, 26.1986)  0.131
H (0.8943, -5.2207, 26.7036)  0.130
C (-0.4361, -18.1414, 28.6653)  -0.196
C (-1.8070, -18.5336, 28.1759)  -0.131
O (-2.5898, -17.3496, 28.4755)  -0.235
S (-1.7198, -15.9645, 28.8058)  0.807
O (-1.7509, -15.7353, 30.2928)  -0.255
O (-2.0611, -14.9843, 27.7603)  -0.234
O (-0.3148, -16.7766, 28.3834)  -0.239
H (0.3912, -18.7420, 28.2871)  0.148
H (-0.3497, -18.1537, 29.7518)  0.130
H (-2.1932, -19.4513, 28.6194)  0.142
H (-1.8669, -18.6265, 27.0915)  0.124
C (-3.4513, -12.1738, 24.7425)  -0.134
C (-2.3214, -12.4399, 23.7586)  -0.195
O (-1.3122, -12.8661, 24.5970)  -0.210
S (-1.1695, -11.8133, 25.9217)  0.772
O (-0.3761, -10.6073, 25.5549)  -0.263
O (-0.8113, -12.5200, 27.1645)  -0.250
O (-2.7548, -11.4329, 25.7805)  -0.208
H (-3.9010, -13.0888, 25.1279)  0.128
H (-4.2624, -11.6234, 24.2658)  0.102
H (-2.0354, -11.5533, 23.1928)  0.113
H (-2.6800, -13.2432, 23.1150)  0.129
C (-0.2898, -9.4734, 18.3618)  -0.228
C (-0.5181, -10.9735, 18.2870)  -0.192
O (-0.1650, -11.3647, 19.5654)  -0.172
S (-0.4634, -10.1860, 20.6645)  0.737
O (0.6651, -10.0312, 21.6255)  -0.247
O (-1.7635, -10.4413, 21.2335)  -0.243
O (-0.5728, -8.9560, 19.5962)  -0.148
H (-0.8483, -9.0103, 17.5483)  0.138
H (0.7660, -9.2776, 18.1747)  0.137
H (0.0808, -11.4269, 17.4971)  0.147
H (-1.5551, -11.2596, 18.1116)  0.094
C (-3.6430, -14.7892, 15.6680)  -0.159
C (-2.6210, -15.8333, 16.1266)  -0.208
O (-2.3752, -15.6114, 17.4703)  -0.198
S (-3.4345, -14.5214, 18.1701)  0.722
O (-2.7160, -13.6329, 19.0567)  -0.229
O (-4.6184, -15.1282, 18.7460)  -0.232
O (-3.5548, -13.8198, 16.6841)  -0.208
H (-4.6541, -15.1932, 15.7186)  0.131
H (-3.3340, -14.4368, 14.6839)  0.143
H (-1.6262, -15.7558, 15.6880)  0.131
H (-2.8370, -16.8963, 16.0196)  0.133
C (-4.9149, -10.4859, 32.0532)  -0.115
C (-5.0742, -11.9832, 32.3590)  -0.165
O (-6.3774, -12.2284, 31.8668)  -0.223
S (-6.5144, -11.5996, 30.3434)  0.680
O (-7.8744, -11.2643, 29.9804)  -0.226
O (-5.5877, -12.1644, 29.4146)  -0.230
O (-5.9151, -10.2550, 31.0276)  -0.234
H (-4.0180, -10.2396, 31.4848)  0.104
H (-5.2437, -9.8810, 32.8982)  0.143
H (-5.2506, -12.1954, 33.4135)  0.142
H (-4.4028, -12.6372, 31.8026)  0.126

Calculated values
LUMO ... -0.0047 Ha
HOMO ... -10.532 eV
Maximum force ... 0.0995 hartree/bohr
Energy above the lowest of the compared OMol25 structures with the same formula, charge and spin ... 9.467 eV
Gap between HOMO and LUMO ... 0.382 hartree